No. 1
{
  "formula": "H16O8",
  "method": "ωB97M-V/def2-TZVPD",
  "species": ["O", "H", "H", "O", "H", "H", "O", "H", "H", "O", "H", "H", "O", "H", "H", "O", "H", "H", "O", "H", "H", "O", "H", "H"],
  "coordinates": [[0.393, 0.536, -0.310], [1.337, 0.347, -0.339], [-0.019, -0.277, -0.623], [-1.765, 4.017, -1.536], [-1.568, 3.396, -0.826], [-2.579, 4.448, -1.253], [4.496, 0.631, -1.273], [4.906, 0.539, -2.140], [5.241, 0.741, -0.672], [-3.589, 2.164, 2.794], [-2.770, 1.983, 2.318], [-4.080, 1.336, 2.738], [-3.819, -0.897, -2.540], [-4.773, -0.777, -2.464], [-3.473, -0.548, -1.711], [1.320, -2.559, -1.141], [1.851, -3.280, -0.785], [0.780, -2.275, -0.395], [-2.863, -3.289, 1.241], [-3.370, -4.008, 1.635], [-1.960, -3.447, 1.538], [5.224, 0.385, 1.581], [4.966, 0.097, 2.463], [6.114, 0.736, 1.700]],
  "mulliken_charge": [-0.63, 0.35, 0.28, -0.63, 0.30, 0.32, -0.59, 0.31, 0.31, -0.64, 0.32, 0.32, -0.62, 0.32, 0.30, -0.60, 0.31, 0.28, -0.63, 0.32, 0.31, -0.62, 0.30, 0.30],
  "total_energy_ev": -16639.04962,
  "lumo_ev": 0.08,
  "homo_energy_ev": -11.1763,
  "molar_mass_g_mol": 144.12,
  "smiles": "O.O.O.O.O.O.O.O",
  "homo_lumo_gap_ha": 0.4135,
  "de_lowest_kcal_mol": 68.28
}

No. 2
{
  "formula": "H16O8",
  "method": "ωB97M-V/def2-TZVPD",
  "species": ["O", "H", "H", "O", "H", "H", "O", "H", "H", "O", "H", "H", "O", "H", "H", "O", "H", "H", "O", "H", "H", "O", "H", "H"],
  "coordinates": [[0.391, -0.169, -0.176], [0.620, 0.191, 0.679], [0.457, 0.560, -0.752], [-0.580, 0.002, -3.394], [-0.322, 0.934, -3.381], [0.055, -0.380, -3.951], [1.101, -2.654, 2.319], [0.494, -2.720, 1.628], [1.481, -1.753, 2.204], [0.518, 2.512, -1.396], [0.802, 2.881, -2.242], [-0.391, 2.347, -1.479], [-0.990, -2.554, -2.176], [-0.652, -1.690, -2.360], [-0.756, -2.836, -1.326], [-2.306, -0.650, 0.864], [-3.006, -0.662, 0.173], [-1.453, -0.837, 0.461], [-0.076, 1.724, 2.185], [-0.548, 2.110, 1.400], [-0.103, 2.370, 2.897], [1.888, 0.056, 2.716], [0.989, 0.442, 2.641], [2.396, 0.785, 2.458]],
  "mulliken_charge": [-0.52, 0.23, 0.31, -0.62, 0.27, 0.31, -0.63, 0.29, 0.37, -0.65, 0.28, 0.33, -0.62, 0.34, 0.32, -0.65, 0.31, 0.34, -0.61, 0.30, 0.24, -0.68, 0.47, 0.27],
  "total_energy_ev": -16639.43986,
  "lumo_ev": -0.43,
  "homo_energy_ev": -10.4821,
  "molar_mass_g_mol": 144.12,
  "smiles": "O.O.O.O.O.O.O.O",
  "homo_lumo_gap_ha": 0.3694,
  "de_lowest_kcal_mol": 59.28
}

No. 3
{
  "formula": "H16O8",
  "method": "ωB97M-V/def2-TZVPD",
  "species": ["O", "H", "H", "O", "H", "H", "O", "H", "H", "O", "H", "H", "O", "H", "H", "O", "H", "H", "O", "H", "H", "O", "H", "H"],
  "coordinates": [[0.535, -2.766, -0.541], [1.032, -3.055, -1.295], [-0.066, -3.437, -0.307], [-3.016, 1.119, -0.478], [-2.248, 1.489, -0.021], [-3.537, 0.895, 0.111], [0.626, 2.490, -2.210], [0.601, 1.588, -1.877], [1.275, 3.048, -1.701], [2.776, 1.423, 0.718], [2.897, 1.024, 1.474], [2.200, 0.978, 0.183], [1.628, -2.656, 1.994], [2.629, -2.288, 2.068], [1.305, -2.389, 1.154], [-0.950, 1.460, 1.615], [-0.476, 2.382, 1.709], [-1.525, 1.370, 2.198], [-2.486, -1.288, -1.744], [-1.601, -1.501, -1.782], [-2.374, -0.577, -1.137], [0.378, 0.489, -0.364], [0.499, -0.536, -0.214], [-0.103, 0.737, 0.447]],
  "mulliken_charge": [-0.60, 0.29, 0.30, -0.60, 0.36, 0.24, -0.65, 0.34, 0.31, -0.58, 0.25, 0.36, -0.66, 0.32, 0.35, -0.62, 0.33, 0.20, -0.61, 0.32, 0.34, -0.79, 0.31, 0.50],
  "total_energy_ev": -16637.23856,
  "lumo_ev": -0.14,
  "homo_energy_ev": -10.6600,
  "molar_mass_g_mol": 144.12,
  "smiles": "O.O.O.O.O.O.O.O",
  "homo_lumo_gap_ha": 0.3866,
  "de_lowest_kcal_mol": 110.05
}

No. 4
{
  "formula": "H16O8",
  "method": "ωB97M-V/def2-TZVPD",
  "species": ["O", "H", "H", "H", "O", "H", "O", "H", "H", "O", "H", "H", "O", "H", "H", "O", "H", "H", "O", "H", "H", "O", "H", "H"],
  "coordinates": [[0.592, 0.979, -0.321], [-0.253, 0.515, -0.625], [0.762, 0.727, 0.639], [0.273, 1.993, -0.247], [-1.255, -0.601, -1.358], [-0.944, -0.377, -2.218], [0.920, -0.193, 2.117], [-0.136, -0.237, 2.375], [1.440, -0.664, 2.816], [-0.452, 3.428, 0.118], [-1.131, 3.350, -0.571], [-0.685, 3.711, 0.856], [3.435, 0.227, 0.190], [3.436, 0.975, 0.753], [4.347, 0.200, -0.366], [-2.554, 0.514, 0.659], [-2.037, 0.002, -0.057], [-3.365, 1.129, 0.399], [-1.323, -2.493, 0.581], [-0.684, -3.174, 0.148], [-1.163, -1.818, -0.118], [0.570, -2.650, -2.044], [-0.116, -2.006, -1.802], [0.320, -3.536, -1.917]],
  "mulliken_charge": [-0.37, 0.35, 0.41, 0.66, -1.19, 0.14, -0.70, 0.36, 0.29, -0.59, 0.35, 0.22, -0.61, 0.31, 0.30, -0.69, 0.31, 0.27, -0.65, 0.32, 0.44, -0.65, 0.45, 0.28],
  "total_energy_ev": -16636.66697,
  "lumo_ev": -0.07,
  "homo_energy_ev": -9.4523,
  "molar_mass_g_mol": 144.12,
  "homo_lumo_gap_ha": 0.3448,
  "de_lowest_kcal_mol": 123.23
}

No. 5
{
  "formula": "H16O8Sr",
  "method": "ωB97M-V/def2-TZVPD",
  "species": ["Sr", "O", "H", "H", "O", "H", "H", "O", "H", "H", "O", "H", "H", "O", "H", "H", "O", "H", "H", "O", "H", "H", "O", "H", "H"],
  "coordinates": [[4.106, -11.473, 2.490], [3.941, -9.148, 3.516], [4.153, -8.694, 2.690], [4.311, -8.587, 4.214], [3.558, -14.055, 3.448], [3.922, -14.749, 4.016], [2.623, -14.285, 3.353], [2.299, -12.832, 0.740], [2.532, -12.962, -0.189], [1.673, -13.544, 0.930], [5.607, -13.015, 1.222], [5.770, -13.970, 1.221], [6.202, -12.661, 0.542], [4.907, -11.908, 4.887], [5.788, -11.585, 5.133], [4.669, -12.549, 5.570], [3.860, -10.032, 0.417], [3.581, -10.281, -0.477], [3.799, -9.065, 0.421], [6.689, -10.275, 2.893], [6.902, -9.412, 3.272], [7.497, -10.549, 2.434], [1.678, -10.908, 2.986], [0.894, -11.366, 2.651], [1.351, -10.311, 3.676]],
  "mulliken_charge": [1.72, -0.56, 0.29, 0.30, -0.49, 0.27, 0.29, -0.50, 0.28, 0.27, -0.56, 0.27, 0.29, -0.53, 0.31, 0.26, -0.53, 0.26, 0.26, -0.47, 0.29, 0.28, -0.51, 0.26, 0.27],
  "total_energy_ev": -17465.92874,
  "lumo_ev": -6.24,
  "homo_energy_ev": -18.7400,
  "molar_mass_g_mol": 231.74,
  "homo_lumo_gap_ha": 0.4595,
  "de_lowest_kcal_mol": 4.84,
  "total_charge": 2
}

No. 6
{
  "formula": "H16O8Xe",
  "method": "ωB97M-V/def2-TZVPD",
  "species": ["Xe", "O", "H", "H", "O", "H", "H", "O", "H", "H", "O", "H", "H", "O", "H", "H", "O", "H", "H", "O", "H", "H", "O", "H", "H"],
  "coordinates": [[17.987, -14.823, -15.207], [20.848, -15.225, -17.700], [20.445, -14.382, -17.492], [20.267, -15.613, -18.354], [16.412, -14.590, -18.540], [15.459, -14.507, -18.559], [16.721, -13.735, -18.239], [19.552, -12.416, -18.002], [18.627, -12.295, -17.786], [19.562, -12.540, -18.951], [19.911, -11.845, -13.858], [19.279, -12.209, -13.238], [20.606, -12.502, -13.905], [16.752, -11.947, -17.803], [16.651, -11.669, -16.893], [16.376, -11.232, -18.317], [16.167, -17.251, -17.420], [16.283, -16.334, -17.669], [17.044, -17.546, -17.176], [14.076, -14.841, -13.099], [14.255, -14.585, -14.004], [14.781, -14.440, -12.592], [21.875, -13.950, -13.865], [21.706, -14.862, -14.102], [22.214, -13.994, -12.971]],
  "mulliken_charge": [0.00, -0.62, 0.33, 0.30, -0.68, 0.30, 0.36, -0.63, 0.35, 0.31, -0.62, 0.28, 0.37, -0.67, 0.32, 0.29, -0.61, 0.34, 0.31, -0.61, 0.30, 0.31, -0.66, 0.32, 0.32],
  "total_energy_ev": -25602.11319,
  "lumo_ev": -0.28,
  "homo_energy_ev": -10.8558,
  "molar_mass_g_mol": 275.41,
  "homo_lumo_gap_ha": 0.3887,
  "de_lowest_kcal_mol": 11.37
}

No. 7
{
  "formula": "H17O9Zr",
  "method": "ωB97M-V/def2-TZVPD",
  "species": ["Zr", "O", "H", "O", "H", "H", "O", "H", "H", "O", "H", "H", "O", "H", "H", "O", "H", "H", "O", "H", "H", "O", "H", "H", "O", "H", "H"],
  "coordinates": [[10.751, 4.929, 0.738], [9.076, 5.761, -0.074], [8.553, 6.474, -0.590], [6.938, 5.318, -2.114], [7.822, 5.206, -1.705], [6.821, 6.241, -1.989], [6.844, 5.762, 1.353], [6.604, 6.655, 1.651], [7.700, 5.852, 0.782], [11.005, 8.261, -0.310], [10.850, 8.432, 0.624], [11.481, 7.453, -0.173], [7.187, 7.820, -0.694], [7.215, 8.608, -0.167], [6.305, 7.638, -0.949], [9.480, 5.118, 2.569], [8.813, 4.387, 2.807], [9.929, 5.056, 3.397], [8.649, 10.142, -1.568], [9.458, 10.467, -1.094], [8.627, 9.216, -1.667], [10.717, 3.927, -1.286], [10.771, 4.292, -2.138], [10.139, 3.123, -1.378], [9.642, 7.036, -2.538], [9.881, 7.245, -1.653], [9.600, 7.879, -3.006]],
  "mulliken_charge": [2.00, -0.35, 0.18, -0.46, 0.35, 0.36, -0.56, 0.35, 0.37, -0.42, 0.40, 0.07, -0.53, 0.30, 0.26, -0.56, 0.46, 0.41, -0.55, 0.35, 0.27, -0.54, 0.35, 0.43, -0.49, 0.21, 0.34],
  "total_energy_ev": -19945.77131,
  "lumo_ev": -17.46,
  "homo_energy_ev": -20.0198,
  "molar_mass_g_mol": 252.35,
  "homo_lumo_gap_ha": 0.0942,
  "de_lowest_kcal_mol": 0.00,
  "total_charge": 3
}

No. 8
{
  "formula": "H18HgO9",
  "method": "ωB97M-V/def2-TZVPD",
  "species": ["Hg", "O", "H", "H", "O", "H", "H", "O", "H", "H", "O", "H", "H", "O", "H", "H", "O", "H", "H", "O", "H", "H", "O", "H", "H", "O", "H", "H"],
  "coordinates": [[0.064, -0.100, -0.286], [2.037, -1.557, -0.651], [2.188, -2.396, -1.118], [2.485, -1.629, 0.176], [-0.718, 2.422, -1.439], [-1.380, 2.735, -0.780], [-1.268, 2.378, -2.205], [2.108, 1.330, -0.143], [2.767, 1.109, -0.826], [2.347, 2.200, 0.235], [-2.348, 0.405, -0.679], [-2.898, -0.210, -1.135], [-2.902, 0.649, 0.038], [0.309, -0.010, -2.645], [0.648, 0.821, -3.018], [-0.349, -0.244, -3.312], [1.457, -0.850, 2.112], [2.282, -0.461, 2.351], [1.053, -0.773, 2.967], [-1.381, -0.983, 1.668], [-2.326, -1.157, 1.665], [-1.027, -1.312, 2.465], [-0.085, 1.808, 1.674], [0.655, 1.839, 2.222], [-0.766, 2.024, 2.326], [-0.904, -2.428, -0.833], [-0.311, -3.042, -0.419], [-1.739, -2.568, -0.410]],
  "mulliken_charge": [1.78, -0.54, 0.28, 0.30, -0.58, 0.29, 0.31, -0.51, 0.26, 0.26, -0.46, 0.25, 0.26, -0.59, 0.30, 0.30, -0.53, 0.29, 0.25, -0.43, 0.27, 0.22, -0.49, 0.24, 0.27, -0.60, 0.30, 0.31],
  "total_energy_ev": -22878.62164,
  "lumo_ev": -7.85,
  "homo_energy_ev": -18.0578,
  "molar_mass_g_mol": 362.73,
  "homo_lumo_gap_ha": 0.3751,
  "de_lowest_kcal_mol": 15.60,
  "total_charge": 2
}

No. 9
{
  "formula": "H18KrO9",
  "method": "ωB97M-V/def2-TZVPD",
  "species": ["Kr", "O", "H", "H", "O", "H", "H", "O", "H", "H", "O", "H", "H", "O", "H", "H", "O", "H", "H", "O", "H", "H", "O", "H", "H", "O", "H", "H"],
  "coordinates": [[0.263, 0.245, 0.042], [0.475, -3.034, -1.257], [-0.228, -2.528, -1.663], [0.606, -3.778, -1.845], [2.967, -1.967, -1.389], [2.023, -2.026, -1.245], [3.271, -2.875, -1.365], [0.918, -1.594, 3.361], [1.390, -1.079, 4.015], [1.587, -1.846, 2.724], [-3.222, 0.914, 1.684], [-2.790, 1.467, 1.032], [-2.503, 0.523, 2.180], [-1.956, 2.801, -0.370], [-2.558, 2.989, -1.090], [-1.085, 2.874, -0.760], [-2.162, -2.020, -1.994], [-2.366, -2.947, -2.120], [-2.723, -1.748, -1.268], [3.149, 2.408, -1.464], [3.307, 1.537, -1.828], [3.511, 2.368, -0.579], [-1.338, 0.047, 3.510], [-0.648, -0.545, 3.212], [-1.978, -0.525, 3.935], [0.412, 3.385, -1.558], [1.323, 3.097, -1.508], [0.355, 3.857, -2.389]],
  "mulliken_charge": [-0.02, -0.69, 0.37, 0.31, -0.64, 0.41, 0.26, -0.68, 0.32, 0.31, -0.66, 0.35, 0.39, -0.62, 0.28, 0.38, -0.68, 0.32, 0.33, -0.69, 0.33, 0.31, -0.72, 0.38, 0.33, -0.65, 0.34, 0.29],
  "total_energy_ev": -93649.95621,
  "lumo_ev": 0.28,
  "homo_energy_ev": -9.8604,
  "molar_mass_g_mol": 245.94,
  "homo_lumo_gap_ha": 0.3726,
  "de_lowest_kcal_mol": 5.37
}

No. 10
{
  "formula": "H18KrO9",
  "method": "ωB97M-V/def2-TZVPD",
  "species": ["Kr", "O", "H", "H", "O", "H", "H", "O", "H", "H", "O", "H", "H", "O", "H", "H", "O", "H", "H", "O", "H", "H", "O", "H", "H", "O", "H", "H"],
  "coordinates": [[-0.668, -0.231, 0.327], [-0.821, -0.563, 3.867], [-1.020, -1.180, 3.164], [-0.550, -1.114, 4.602], [-1.695, -0.581, -2.963], [-0.764, -0.621, -3.178], [-1.801, -1.198, -2.239], [1.787, 0.781, 3.718], [2.305, 0.392, 3.012], [0.887, 0.520, 3.527], [-1.251, 2.025, -2.204], [-1.330, 1.110, -2.475], [-2.088, 2.223, -1.783], [1.549, -3.165, -1.466], [1.283, -4.079, -1.567], [0.742, -2.705, -1.231], [1.839, 0.035, -1.689], [2.721, 0.170, -1.343], [1.364, 0.831, -1.453], [1.048, 2.459, -0.786], [0.226, 2.657, -1.235], [0.819, 2.455, 0.144], [-2.212, -2.748, -1.155], [-1.976, -3.480, -0.586], [-3.151, -2.855, -1.306], [0.649, 2.954, 1.818], [0.749, 2.327, 2.535], [1.359, 3.583, 1.948]],
  "mulliken_charge": [0.01, -0.64, 0.29, 0.32, -0.73, 0.40, 0.33, -0.66, 0.33, 0.35, -0.66, 0.37, 0.30, -0.60, 0.30, 0.30, -0.58, 0.25, 0.36, -0.70, 0.39, 0.41, -0.60, 0.28, 0.26, -0.71, 0.35, 0.30],
  "total_energy_ev": -93649.81460,
  "lumo_ev": -0.20,
  "homo_energy_ev": -10.3787,
  "molar_mass_g_mol": 245.94,
  "homo_lumo_gap_ha": 0.3741,
  "de_lowest_kcal_mol": 8.63
}

No. 11
{
  "formula": "H18NO12",
  "method": "ωB97M-V/def2-TZVPD",
  "species": ["N", "O", "O", "O", "O", "H", "H", "O", "H", "H", "O", "H", "H", "O", "H", "H", "O", "H", "H", "O", "H", "H", "O", "H", "H", "O", "H", "H", "O", "H", "H"],
  "coordinates": [[-0.821, -33.996, -12.792], [-0.071, -34.414, -11.884], [-0.299, -33.182, -13.589], [-2.042, -33.865, -12.505], [0.530, -32.165, -10.506], [-0.419, -32.011, -10.336], [0.506, -32.684, -11.321], [1.366, -34.145, -8.420], [2.365, -34.204, -8.469], [0.986, -34.124, -9.299], [0.621, -30.538, -13.485], [0.142, -31.362, -13.456], [-0.091, -29.885, -13.322], [-2.382, -34.366, -9.849], [-2.209, -34.282, -10.778], [-3.353, -34.261, -9.797], [-1.966, -31.705, -10.041], [-1.992, -32.645, -10.061], [-2.083, -31.461, -9.143], [2.585, -32.937, -14.445], [2.242, -32.332, -15.092], [1.834, -33.464, -14.301], [-2.533, -30.944, -12.998], [-2.293, -31.514, -13.742], [-2.152, -31.394, -12.230], [-1.952, -31.683, -15.795], [-1.518, -30.821, -15.816], [-1.281, -32.398, -15.627], [-4.729, -32.489, -12.021], [-3.958, -33.026, -12.224], [-4.385, -31.614, -11.743]],
  "mulliken_charge": [0.69, -0.57, -0.52, -0.67, -0.75, 0.55, 0.22, -0.66, 0.29, 0.37, -0.61, 0.33, 0.34, -0.74, 0.37, 0.31, -0.65, 0.39, 0.26, -0.63, 0.29, 0.32, -0.65, 0.40, 0.27, -0.69, 0.33, 0.34, -0.64, 0.38, 0.33],
  "total_energy_ev": -26351.34592,
  "lumo_ev": 2.98,
  "homo_energy_ev": -6.9685,
  "molar_mass_g_mol": 224.14,
  "homo_lumo_gap_ha": 0.3655,
  "de_lowest_kcal_mol": 48.46,
  "total_charge": -1
}

No. 12
{
  "formula": "H18NO7",
  "method": "ωB97M-V/def2-TZVPD",
  "species": ["N", "H", "H", "H", "H", "O", "H", "H", "O", "H", "H", "O", "H", "H", "O", "H", "H", "O", "H", "H", "O", "H", "H", "O", "H", "H"],
  "coordinates": [[-19.085, -18.028, 30.499], [-18.495, -18.423, 31.078], [-18.824, -17.039, 30.336], [-20.019, -17.883, 30.700], [-19.110, -18.451, 29.620], [-16.072, -18.484, 31.014], [-15.899, -19.023, 30.261], [-15.635, -18.972, 31.672], [-18.263, -16.952, 33.671], [-17.762, -17.321, 34.427], [-18.862, -16.288, 33.965], [-16.900, -15.813, 31.695], [-17.304, -16.036, 32.592], [-16.403, -16.507, 31.310], [-19.533, -20.769, 29.566], [-19.914, -21.187, 28.748], [-20.129, -20.742, 30.251], [-21.964, -18.078, 31.131], [-22.229, -19.080, 31.255], [-22.186, -17.825, 30.260], [-17.189, -17.937, 27.511], [-16.637, -18.539, 27.060], [-17.805, -17.774, 26.812], [-20.291, -15.789, 28.797], [-20.529, -14.987, 29.347], [-21.010, -16.108, 28.722]],
  "mulliken_charge": [-0.31, 0.31, 0.42, 0.21, 0.38, -0.56, 0.28, 0.28, -0.66, 0.32, 0.33, -0.70, 0.40, 0.32, -0.63, 0.33, 0.30, -0.71, 0.35, 0.33, -0.59, 0.31, 0.29, -0.54, 0.35, 0.21],
  "total_energy_ev": -16107.04833,
  "lumo_ev": -3.23,
  "homo_energy_ev": -13.3843,
  "molar_mass_g_mol": 144.14,
  "homo_lumo_gap_ha": 0.3731,
  "de_lowest_kcal_mol": 99.80,
  "total_charge": 1
}